{
  "formula": "C46H34ClN5OPSTa",
  "method": "the ωB97M-V functional and the def2-TZVPD basis",
  "charge": 4,
  "multiplicity": 1,
  "e_homo_ev": -18.22,
  "elements": ["H", "H", "C", "C", "C", "C", "H", "C", "C", "H", "H", "H", "S", "Cl", "H", "H", "N", "C", "H", "C", "C", "C", "C", "C", "H", "N", "C", "C", "H", "H", "H", "C", "C", "C", "H", "O", "H", "H", "C", "C", "C", "C", "C", "H", "H", "N", "N", "P", "H", "C", "C", "H", "H", "C", "C", "C", "C", "C", "H", "C", "C", "C", "C", "C", "C", "C", "C", "H", "H", "Ta", "H", "C", "N", "C", "H", "H", "C", "H", "H", "H", "H", "C", "C", "C", "C", "H", "C", "H", "C", "H"],
  "coordinates": [[1.58, 3.60, 0.92], [-3.23, -4.43, -4.74], [-2.01, -4.81, 3.39], [-2.17, -2.89, 1.38], [-2.03, -2.95, -3.75], [-0.35, 0.04, 7.09], [-1.52, -4.46, 0.05], [-3.05, -3.89, -3.82], [-3.84, -4.15, -2.70], [0.20, -1.75, 8.15], [2.48, -5.49, 0.53], [3.92, 3.61, 1.29], [-0.21, 0.80, 3.18], [6.66, 2.93, 0.94], [-2.17, 5.72, 1.60], [-3.82, 5.13, -0.14], [-1.55, 1.24, -1.09], [-2.05, 4.81, 1.02], [-2.33, -0.03, -2.52], [-0.47, 0.67, 5.86], [-6.04, -0.04, 0.79], [1.00, -2.87, -0.99], [4.00, 2.64, 0.80], [-3.53, 1.72, -2.37], [1.92, -4.12, 2.49], [0.39, 1.99, 0.50], [1.96, -4.55, 0.40], [-1.82, -2.27, -2.56], [1.89, -4.65, -1.75], [-1.37, -6.15, 1.84], [-7.07, -0.27, 0.57], [-0.76, 2.86, 0.48], [-2.83, 3.29, -0.69], [4.16, 0.16, -0.49], [-4.63, -4.89, -2.75], [1.78, 0.04, -0.58], [-5.31, -1.71, -0.32], [-2.90, -1.58, 2.93], [1.58, 2.55, 0.67], [0.11, -1.27, 7.18], [-0.92, 3.99, 1.23], [0.46, -1.97, 6.04], [-2.45, 0.91, -2.02], [-0.83, 1.69, 5.79], [-2.75, -3.28, 4.70], [0.69, -2.05, 3.63], [0.16, -0.43, 2.01], [-2.31, -1.62, 0.10], [6.28, 0.45, -0.36], [-5.03, -0.86, 0.29], [1.63, -3.78, 1.50], [-2.36, 0.75, 1.65], [0.78, -2.46, -1.96], [-2.97, 4.49, 0.06], [5.23, 2.10, 0.53], [5.31, 0.86, -0.12], [-2.44, -3.52, 3.70], [-5.72, 1.06, 1.58], [0.95, -3.02, 3.79], [-2.52, -2.56, 2.70], [2.82, 1.93, 0.46], [0.34, -1.34, 4.80], [-4.39, 1.35, 1.88], [0.97, -2.58, 1.31], [-2.62, -2.50, -1.44], [-3.62, -3.47, -1.51], [-1.75, -4.19, 1.08], [4.23, -0.77, -1.02], [-0.19, 4.27, 1.98], [-0.05, 0.01, -0.01], [0.82, -2.99, 6.10], [0.58, -1.66, 2.39], [0.66, -2.13, 0.08], [-3.74, 2.90, -1.69], [-4.20, 1.40, -3.16], [-0.62, 0.59, 7.98], [-1.72, 2.46, -0.46], [-1.02, -1.52, -2.52], [-6.51, 1.68, 1.97], [-4.21, -3.73, -0.64], [-4.14, 2.19, 2.50], [-3.39, 0.53, 1.37], [1.64, -4.09, -0.86], [-0.11, -0.03, 4.71], [-3.70, -0.58, 0.58], [-1.98, -5.57, 4.16], [-1.67, -5.14, 2.08], [-1.41, -2.76, -4.61], [2.92, 0.69, -0.19], [-4.59, 3.53, -1.93]]
}

{
  "formula": "C21H40Cl4F15N3O11S",
  "method": "the ωB97M-V functional and the def2-TZVPD basis",
  "charge": 2,
  "e_above_lowest_kcal_mol": 0.0,
  "multiplicity": 1,
  "e_homo_ev": -13.85,
  "elements": ["H", "C", "H", "H", "H", "H", "C", "H", "C", "C", "F", "C", "Cl", "O", "H", "H", "H", "H", "N", "F", "O", "C", "Cl", "C", "F", "C", "H", "F", "F", "O", "H", "H", "H", "C", "F", "H", "H", "O", "H", "C", "C", "H", "C", "S", "C", "Cl", "H", "H", "H", "F", "H", "H", "O", "C", "H", "F", "F", "C", "N", "O", "C", "H", "F", "F", "C", "H", "H", "H", "H", "O", "O", "H", "O", "H", "O", "Cl", "F", "H", "H", "F", "C", "H", "C", "H", "C", "H", "F", "C", "O", "H", "H", "H", "N", "H", "F"],
  "coordinates": [[0.16, 23.11, -6.89], [-3.61, 18.16, -0.54], [0.51, 17.67, -10.17], [-2.20, 13.63, -1.78], [1.98, 20.93, 1.09], [2.26, 18.24, -6.55], [-3.84, 14.20, 1.84], [2.83, 19.93, -6.43], [3.10, 18.88, -6.30], [-0.28, 19.52, -12.05], [1.69, 26.86, -4.78], [-4.41, 17.75, -5.92], [0.05, 20.01, 0.25], [-0.74, 18.49, -12.63], [3.34, 17.63, -4.46], [-0.59, 21.78, -6.04], [-3.41, 18.14, -6.16], [2.60, 19.20, -4.18], [-2.37, 13.98, -2.71], [-1.30, 21.29, -13.26], [-5.15, 14.86, -3.27], [2.23, 20.99, -1.23], [3.26, 19.45, -1.26], [-4.35, 16.23, -5.54], [3.29, 26.46, -3.26], [-7.46, 14.79, -4.05], [-2.15, 14.90, -8.49], [-8.12, 15.06, -5.20], [0.78, 20.81, -13.81], [1.03, 16.46, -4.35], [-4.85, 18.31, -5.09], [-3.69, 16.02, -4.69], [-4.58, 18.24, -0.06], [0.55, 23.04, -4.75], [0.26, 21.88, -11.96], [1.02, 19.85, -8.35], [-1.78, 13.97, -7.23], [-1.27, 16.16, -3.45], [-3.58, 18.85, -1.38], [-3.45, 16.69, -0.96], [1.96, 26.32, -3.55], [-2.84, 18.45, 0.18], [-0.35, 22.84, -5.96], [-0.44, 16.75, -4.48], [-0.09, 18.53, -9.87], [4.85, 19.42, -4.29], [1.06, 22.13, 0.36], [-2.42, 16.42, -1.20], [-0.67, 19.52, -8.01], [1.15, 26.92, -2.66], [0.52, 18.31, -7.74], [1.55, 20.99, -2.08], [1.02, 24.37, -4.64], [-5.96, 15.16, -4.14], [1.28, 14.80, -5.01], [0.03, 19.20, -5.19], [-7.99, 15.50, -3.10], [-3.19, 14.89, 0.63], [1.49, 13.92, -5.47], [0.05, 19.60, -10.70], [3.36, 18.68, -4.76], [-1.98, 14.89, -2.89], [-7.67, 13.52, -3.73], [-4.98, 14.86, 2.12], [1.60, 24.81, -3.51], [-3.90, 15.64, -6.34], [2.41, 13.57, -5.24], [-4.08, 16.51, -1.83], [-1.14, 18.21, -9.89], [-5.64, 15.78, -5.36], [-3.97, 15.90, 0.11], [-5.00, 18.00, -6.80], [-2.11, 14.50, 0.18], [-1.28, 23.40, -5.97], [1.95, 24.07, -2.58], [4.44, 18.49, -7.40], [-1.83, 19.09, -4.23], [2.94, 21.82, -1.28], [0.05, 22.76, -3.82], [-0.05, 18.99, -3.08], [1.44, 21.12, 0.16], [1.34, 22.30, -4.81], [-0.61, 18.61, -4.21], [-3.35, 13.92, -2.98], [-0.12, 20.90, -12.78], [-1.86, 13.46, -3.41], [-4.16, 12.93, 1.60], [0.24, 19.09, -8.44], [-0.89, 16.43, -5.85], [1.49, 14.07, -6.47], [0.64, 13.43, -5.22], [-0.64, 14.49, -8.26], [-1.47, 14.77, -7.76], [-1.38, 15.61, -7.20], [-3.05, 14.15, 2.90]]
}

{
  "formula": "C18H21Cl2NO2",
  "method": "the ωB97M-V functional and the def2-TZVPD basis",
  "charge": 0,
  "smiles": "CN(C)C[C@@H](O)COC(c1ccc(Cl)cc1)c1ccc(Cl)cc1",
  "e_above_lowest_kcal_mol": 4.9,
  "multiplicity": 1,
  "e_homo_ev": -8.35,
  "elements": ["C", "C", "C", "H", "H", "H", "H", "H", "H", "O", "O", "C", "H", "C", "H", "H", "H", "H", "C", "N", "H", "H", "H", "C", "H", "H", "C", "Cl", "H", "C", "H", "C", "Cl", "H", "C", "C", "C", "H", "C", "C", "C", "C", "C", "H"],
  "coordinates": [[0.74, 2.53, -0.62], [-1.96, -2.03, -1.14], [2.59, -0.89, 0.41], [-3.87, -4.72, -0.62], [0.37, 3.92, -2.21], [0.20, -0.46, -0.72], [5.41, 1.67, -0.20], [-2.92, -3.96, 0.68], [-0.18, 2.96, 2.59], [0.04, -0.04, 1.31], [-0.62, -2.59, 0.78], [-0.06, 3.17, 1.54], [1.25, 1.08, 2.40], [0.60, 2.25, 0.73], [-1.20, 0.55, -0.25], [-2.10, -4.59, -0.76], [3.96, -2.35, -0.36], [-2.16, -1.15, -1.76], [3.41, 1.37, 0.49], [-3.15, -2.84, -1.13], [-1.17, -2.62, -1.62], [-2.24, -1.33, 0.90], [-1.05, 5.06, 1.65], [-4.34, -2.13, -0.72], [-0.21, -2.23, 1.57], [1.82, -1.62, 0.59], [4.81, -0.38, -0.35], [-1.00, 6.09, -1.00], [-4.37, -1.87, 0.35], [-3.00, -4.09, -0.41], [-4.43, -1.21, -1.30], [2.38, 0.45, 0.71], [6.32, -0.89, -1.01], [1.25, 1.82, -1.27], [-1.41, -1.56, 0.22], [3.80, -1.30, -0.12], [-0.55, 4.35, 1.02], [3.26, 2.41, 0.74], [1.08, 0.93, 1.32], [4.62, 0.96, -0.03], [-0.39, 4.61, -0.33], [0.26, 3.70, -1.16], [-0.56, -0.29, 0.05], [-5.21, -2.75, -0.94]]
}

no.,total energy (eV)
1,-91915.9273
2,-151090.1682
3,-49636.4522